No. 1
A structure of composition C5H15BrCuN3O2 at a distorted geometry. Source: the Open Molecules 2025 dataset; level of theory: wB97M-V/def2-TZVPD.

Positions of all 27 atoms, in Å:
1 Cu -1.61 -2.42 -4.19
2 Br -0.01 -2.47 -1.95
3 C 1.83 -3.11 1.78
4 O 2.64 -3.23 2.68
5 N 1.06 -4.08 1.32
6 N 1.57 -1.97 1.17
7 H 1.19 -5.02 1.68
8 H 0.71 -4.05 0.38
9 H 2.10 -1.13 1.36
10 H 0.86 -2.10 0.46
11 C -2.54 0.58 -0.94
12 C -1.33 1.56 -1.08
13 C -0.49 1.79 0.26
14 O 0.40 2.87 0.01
15 C 1.12 3.23 1.16
16 N -0.53 1.11 -2.23
17 H -2.23 -0.42 -0.63
18 H -3.19 0.68 -1.81
19 H -3.03 0.95 -0.04
20 H -1.71 2.55 -1.31
21 H 0.11 0.90 0.46
22 H -1.18 1.92 1.09
23 H 1.61 4.17 0.95
24 H 1.89 2.50 1.40
25 H 0.60 3.39 2.11
26 H -0.21 0.21 -1.90
27 H 0.35 1.59 -2.18

Computed properties:
**HOMO (spin up / spin down)**: -0.5941 / -0.5938 hartree
**HOMO-LUMO gap (spin up / spin down)**: 8.43 / 4.69 eV
**Spin multiplicity**: 3
**Energy above the lowest of the compared OMol25 structures with the same formula, charge and spin**: 18.13 kcal per mole
**Net charge**: +2
**<S²>**: 2.01

For reference, the Mulliken charges in units of e are: number 1, Cu, carries 0.73; number 2, Br, carries -0.61; number 3, C, carries 0.81; number 4, O, carries -0.14; number 5, N, carries -0.25; number 6, N, carries -0.06; number 7, H, carries 0.28; number 8, H, carries 0.14; number 9, H, carries 0.20; number 10, H, carries -0.06; number 11, C, carries -1.14; number 12, C, carries 0.17; number 13, C, carries -0.28; number 14, O, carries -0.30; number 15, C, carries -0.78; number 16, N, carries -0.10; number 17, H, carries 0.33; number 18, H, carries 0.36; number 19, H, carries 0.40; number 20, H, carries 0.39; number 21, H, carries 0.05; number 22, H, carries 0.46; number 23, H, carries 0.29; number 24, H, carries 0.29; number 25, H, carries 0.35; number 26, H, carries 0.11; number 27, H, carries 0.38


No. 2
A cluster of 2 separate species, C3H6NO in total at a distorted geometry. Source: the Open Molecules 2025 dataset; level of theory: wB97M-V/def2-TZVPD.

Positions of all 11 atoms, in Å:
1 C 1.23 -2.19 -0.69
2 C -1.08 0.32 0.08
3 C 0.25 0.02 -0.42
4 N 0.09 0.73 0.86
5 O 1.34 -2.95 0.19
6 H 1.62 -1.99 -1.69
7 H -1.74 1.09 -0.45
8 H -1.69 -0.58 0.59
9 H 0.87 0.43 -1.23
10 H 0.12 1.66 1.06
11 H 0.13 0.27 1.67

Computed properties:
**HOMO (spin up / spin down)**: -0.4987 / -0.4987 hartree
**HOMO-LUMO gap (spin up / spin down)**: 8.87 / 8.87 eV
**Energy above the lowest of the compared OMol25 structures with the same formula, charge and spin**: 94.97 kcal per mole
**Net charge**: +1

For reference, the Mulliken charges in units of e are: number 1, C, carries 0.29; number 2, C, carries -0.22; number 3, C, carries -0.41; number 4, N, carries -0.09; number 5, O, carries -0.20; number 6, H, carries 0.33; number 7, H, carries 0.29; number 8, H, carries 0.23; number 9, H, carries 0.28; number 10, H, carries 0.23; number 11, H, carries 0.26


No. 3
The molecule C3H4Cl2N2S at a distorted geometry. Source: the Open Molecules 2025 dataset; level of theory: wB97M-V/def2-TZVPD.

Positions of all 12 atoms, in Å:
1 H 1.85 1.91 0.81
2 N 0.90 1.93 0.43
3 C 0.54 0.76 0.05
4 C -0.79 0.58 -0.50
5 C -1.80 -0.15 -0.03
6 Cl -3.35 -0.17 -0.73
7 Cl -1.64 -1.28 1.27
8 N 1.31 -0.34 0.22
9 S 1.23 -1.70 -0.84
10 H -0.96 1.28 -1.34
11 H 2.15 -0.24 0.75
12 H 0.56 -2.59 -0.07

Computed properties:
**HOMO**: -0.3427 hartree
**HOMO-LUMO gap**: 9.75 eV
**Energy above the lowest of the compared OMol25 structures with the same formula, charge and spin**: 11.32 kcal per mole
**Structure (SMILES)**: [H]/N=C(/C=C(Cl)Cl)NS

For reference, the Mulliken charges in units of e are: number 1, H, carries 0.21; number 2, N, carries -0.68; number 3, C, carries 0.67; number 4, C, carries -0.61; number 5, C, carries 0.49; number 6, Cl, carries -0.16; number 7, Cl, carries -0.16; number 8, N, carries -0.32; number 9, S, carries -0.11; number 10, H, carries 0.31; number 11, H, carries 0.23; number 12, H, carries 0.12


No. 4
A structure of composition H17LiO9 at a distorted geometry. Source: the Open Molecules 2025 dataset; level of theory: wB97M-V/def2-TZVPD.

Positions of all 27 atoms, in Å:
1 Li 0.00 0.25 0.73
2 O -0.04 0.35 -1.33
3 H 0.30 0.44 -2.22
4 O -1.47 -2.76 2.54
5 H -0.88 -2.23 1.98
6 H -1.20 -2.81 3.49
7 O 0.27 -1.90 -1.06
8 H 0.91 -2.12 -1.65
9 H 0.01 -1.02 -1.27
10 O 2.68 -0.18 -1.44
11 H 3.12 -0.23 -0.51
12 H 1.83 -0.06 -1.13
13 O -0.35 2.96 -1.37
14 H -1.23 3.02 -1.89
15 H -0.19 2.03 -1.19
16 O 1.12 -1.45 1.21
17 H 1.99 -1.39 1.34
18 H 1.08 -1.94 0.30
19 O -2.62 0.35 -1.81
20 H -1.61 0.27 -1.71
21 H -2.88 -0.38 -2.27
22 O 1.25 1.94 1.50
23 H 1.88 2.22 0.65
24 H 1.66 1.91 2.37
25 O -1.88 0.61 1.39
26 H -2.01 1.37 0.95
27 H -1.74 0.77 2.41

Computed properties:
**HOMO**: -0.3745 hartree
**HOMO-LUMO gap**: 9.59 eV
**Energy above the lowest of the compared OMol25 structures with the same formula, charge and spin**: 3.16 kcal per mole

For reference, the Mulliken charges in units of e are: number 1, Li, carries 0.91; number 2, O, carries -1.06; number 3, H, carries 0.23; number 4, O, carries -0.66; number 5, H, carries 0.36; number 6, H, carries 0.30; number 7, O, carries -0.81; number 8, H, carries 0.32; number 9, H, carries 0.41; number 10, O, carries -0.59; number 11, H, carries 0.36; number 12, H, carries 0.23; number 13, O, carries -0.71; number 14, H, carries 0.32; number 15, H, carries 0.31; number 16, O, carries -0.59; number 17, H, carries 0.16; number 18, H, carries 0.44; number 19, O, carries -0.68; number 20, H, carries 0.44; number 21, H, carries 0.28; number 22, O, carries -0.65; number 23, H, carries 0.37; number 24, H, carries 0.29; number 25, O, carries -0.65; number 26, H, carries 0.31; number 27, H, carries 0.34


No. 5
A structure of composition C14H14F5IMnN2 at a distorted geometry. Source: the Open Molecules 2025 dataset; level of theory: wB97M-V/def2-TZVPD.

Positions of all 37 atoms, in Å:
1 C 1.27 0.80 4.11
2 C 1.17 -0.65 4.15
3 H 2.22 1.19 3.73
4 H 0.98 1.40 4.96
5 H 0.64 1.11 3.23
6 H 1.02 -0.79 3.05
7 H 1.97 -1.31 4.52
8 H 0.27 -1.13 4.55
9 C 0.52 2.51 -0.75
10 C 0.59 3.42 -1.80
11 C 0.42 2.90 -3.09
12 C 0.23 1.55 -3.35
13 H 0.66 2.76 0.31
14 H 0.77 4.48 -1.58
15 H 0.47 3.58 -3.92
16 H 0.16 1.09 -4.36
17 N 0.24 1.22 -1.02
18 C 0.13 0.67 -2.29
19 C -0.02 -0.79 -2.30
20 N -0.01 -1.38 -1.06
21 C 0.06 -2.71 -0.83
22 C -0.18 -3.02 -3.17
23 C -0.09 -3.58 -1.89
24 H 0.24 -3.00 0.21
25 H -0.15 -4.66 -1.70
26 C -0.10 -1.64 -3.39
27 H -0.06 -1.17 -4.39
28 H -0.31 -3.68 -4.02
29 Mn 0.48 -0.15 0.14
30 I 2.98 -0.39 0.40
31 F -2.07 -1.54 1.07
32 C -1.78 -0.19 0.96
33 F -2.40 0.28 -0.19
34 C -2.42 0.53 2.15
35 F -3.76 0.55 2.00
36 F -2.16 -0.10 3.31
37 F -1.99 1.82 2.25

Computed properties:
**HOMO (spin up / spin down)**: -0.6170 / -0.6129 hartree
**HOMO-LUMO gap (spin up / spin down)**: 7.90 / 5.19 eV
**Spin multiplicity**: 4
**Net charge**: +2
**<S²>**: 3.94

For reference, the Mulliken charges in units of e are: number 1, C, carries -0.52; number 2, C, carries -0.33; number 3, H, carries 0.27; number 4, H, carries 0.33; number 5, H, carries -0.10; number 6, H, carries -0.27; number 7, H, carries 0.32; number 8, H, carries 0.25; number 9, C, carries -0.05; number 10, C, carries -0.79; number 11, C, carries -0.43; number 12, C, carries -0.69; number 13, H, carries 0.50; number 14, H, carries 0.44; number 15, H, carries 0.47; number 16, H, carries 0.44; number 17, N, carries 0.37; number 18, C, carries 0.80; number 19, C, carries 0.60; number 20, N, carries 0.29; number 21, C, carries 0.01; number 22, C, carries -0.42; number 23, C, carries -0.85; number 24, H, carries 0.52; number 25, H, carries 0.43; number 26, C, carries -0.71; number 27, H, carries 0.46; number 28, H, carries 0.47; number 29, Mn, carries -0.33; number 30, I, carries 0.19; number 31, F, carries -0.18; number 32, C, carries 0.64; number 33, F, carries -0.21; number 34, C, carries 0.67; number 35, F, carries -0.20; number 36, F, carries -0.20; number 37, F, carries -0.22


No. 6
A structure of composition C10H6IInTe4. Source: the Open Molecules 2025 dataset; level of theory: wB97M-V/def2-TZVPD.

Positions of all 22 atoms, in Å:
1 In -1.14 -2.47 0.04
2 I 2.08 -2.33 0.08
3 C 1.90 -0.23 0.03
4 C 3.08 0.46 0.03
5 C 3.07 1.86 0.01
6 C 1.88 2.53 -0.01
7 C 0.65 1.83 -0.02
8 C -0.56 2.55 -0.05
9 C -1.76 1.90 -0.06
10 C -1.78 0.49 -0.04
11 C -0.63 -0.27 -0.01
12 C 0.62 0.40 0.00
13 H 4.02 -0.07 0.05
14 H 4.01 2.41 0.01
15 H 1.85 3.61 -0.03
16 H -0.52 3.63 -0.07
17 H -2.69 2.45 -0.09
18 H -2.75 0.01 -0.08
19 Te -3.76 -2.32 0.74
20 Te -4.60 -4.89 0.53
21 Te -2.62 -6.51 -0.42
22 Te -0.35 -5.02 -0.62

Computed properties:
**HOMO**: -0.2540 hartree
**HOMO-LUMO gap**: 5.91 eV
**Energy above the lowest of the compared OMol25 structures with the same formula, charge and spin**: 21.33 kcal per mole

For reference, the Mulliken charges in units of e are: number 1, In, carries 0.17; number 2, I, carries 0.07; number 3, C, carries 0.38; number 4, C, carries -0.60; number 5, C, carries -0.58; number 6, C, carries -0.83; number 7, C, carries 0.94; number 8, C, carries -0.69; number 9, C, carries -1.20; number 10, C, carries -0.16; number 11, C, carries -0.20; number 12, C, carries 0.87; number 13, H, carries 0.36; number 14, H, carries 0.38; number 15, H, carries 0.35; number 16, H, carries 0.35; number 17, H, carries 0.38; number 18, H, carries 0.18; number 19, Te, carries -0.03; number 20, Te, carries -0.03; number 21, Te, carries -0.10; number 22, Te, carries -0.02